A single C6H3F12O3P molecule in a non-equilibrium geometry. Source: OMol25; level of theory: ωB97M-V/def2-TZVPD.

The largest force on an atom comes out at 0.0938 hartree/bohr. As for the structure (SMILES): O=[PH](OC(C(F)(F)F)C(F)(F)F)OC(C(F)(F)F)C(F)(F)F. Its HOMO-LUMO gap is 12.163 eV. The LUMO energy is 0.5 eV. The relative energy (zero: lowest compared OMol25 entry of this formula, charge and spin) comes out at 0.0 kJ/mol.

Each line ends with the Mulliken charge.
CARTESIAN COORDINATES (ANGSTROEM)
O1 1.968 -0.206 -0.644  -0.69
F1 -2.572 1.049 -2.340  -0.23
F2 -2.881 -1.097 -2.882  -0.26
F3 -2.565 -0.572 -0.740  -0.24
F4 -0.413 -1.652 -4.098  -0.24
F5 -0.648 0.543 -4.348  -0.26
F6 1.181 -0.187 -3.607  -0.23
F7 1.249 0.112 4.399  -0.24
F8 1.124 -1.627 3.112  -0.27
F9 -0.672 -0.524 3.715  -0.25
F10 1.573 2.398 3.083  -0.24
F11 0.580 2.645 1.145  -0.24
F12 -0.640 2.134 2.864  -0.24
O2 -0.137 -1.502 -1.299  -0.36
O3 -0.001 -0.099 0.928  -0.14
C1 -2.193 -0.234 -2.036  0.73
C2 -0.137 -0.448 -3.563  0.58
C3 0.613 -0.407 3.338  0.82
C4 0.559 1.912 2.296  0.63
C5 -0.623 -0.373 -2.093  -0.04
C6 0.785 0.420 2.037  -0.35
P1 0.851 -1.041 -0.067  0.63
H1 -0.217 0.561 -1.714  0.54
H2 1.861 0.316 1.832  0.51
H3 1.355 -2.121 0.680  0.08